{
  "formula": "C7H11N",
  "method": "the ωB97M-V functional and the def2-TZVPD basis",
  "species": ["C", "C", "C", "C", "C", "C", "C", "H", "H", "H", "H", "H", "H", "H", "H", "H", "H", "H", "N"],
  "coordinates": [[-0.948, -0.246, -1.174], [0.249, -1.958, -0.632], [0.954, 1.087, 0.833], [-0.500, 0.973, 1.052], [-0.847, -0.370, 0.314], [0.246, -1.464, 0.641], [1.467, 2.205, 0.429], [-0.266, 0.361, -1.711], [-2.082, -0.032, -1.456], [-0.237, -1.814, -2.510], [0.645, -2.941, -0.877], [1.585, -0.007, 0.710], [-0.719, 0.679, 2.081], [-0.908, 1.819, 0.578], [-1.885, -0.592, 0.851], [0.648, -1.706, 1.682], [2.504, 2.403, 0.023], [0.832, 3.098, 0.719], [-0.738, -1.495, -1.555]],
  "multiplicity": 1,
  "smiles": "C=CC[C@@H]1C=CNC1",
  "homo_ev": -7.84,
  "de_lowest_kj_mol": 506.7,
  "gap_ev": 8.8,
  "energy_ha": -327.89500,
  "lumo_energy_ev": 1.00
}

{
  "formula": "C13H19AlF6LiMgO5S2",
  "method": "the ωB97M-V functional and the def2-TZVPD basis",
  "species": ["C", "C", "O", "O", "C", "C", "C", "C", "C", "O", "S", "O", "O", "S", "H", "H", "H", "H", "H", "H", "H", "H", "H", "H", "H", "H", "H", "H", "F", "Li", "F", "Al", "F", "F", "F", "Mg", "F", "C", "C", "C", "C", "C", "C", "H", "H", "H", "H", "H"],
  "coordinates": [[-4.639, -4.609, -5.768], [-3.262, -4.009, -5.430], [-2.335, -4.228, -6.118], [-3.211, -3.260, -4.268], [-2.491, -2.043, -4.425], [-1.770, -1.752, -3.063], [-1.813, -0.237, -2.665], [-1.400, 0.037, -1.167], [-2.644, 0.281, -0.227], [-2.609, 1.546, 0.412], [-3.550, 2.642, -0.408], [-4.881, 2.600, 0.094], [-2.880, 4.071, 0.259], [-2.913, 5.283, -0.844], [-5.391, -4.248, -5.046], [-4.572, -5.706, -5.684], [-4.946, -4.367, -6.794], [-1.719, -2.072, -5.209], [-3.171, -1.200, -4.654], [-2.187, -2.433, -2.302], [-0.683, -2.039, -3.216], [-2.820, 0.150, -2.891], [-1.076, 0.297, -3.292], [-0.742, 0.918, -1.115], [-0.790, -0.812, -0.773], [-3.608, 0.098, -0.734], [-2.575, -0.487, 0.623], [-1.574, 5.590, -0.961], [-4.074, 5.913, 0.981], [0.987, -2.102, -2.112], [3.868, -0.484, 1.131], [2.586, 0.601, 1.488], [2.078, 0.396, 3.120], [1.231, 0.237, 0.416], [3.092, 2.217, 1.231], [-1.634, -1.911, 1.489], [5.299, 0.340, 3.165], [5.486, 0.799, 4.407], [6.714, 0.606, 5.021], [6.909, 1.085, 6.306], [5.875, 1.742, 6.968], [4.646, 1.924, 6.340], [4.449, 1.456, 5.052], [7.502, 0.086, 4.493], [7.865, 0.948, 6.794], [6.029, 2.113, 7.974], [3.843, 2.432, 6.858], [3.504, 1.594, 4.543]],
  "multiplicity": 1,
  "total_charge": 1,
  "homo_ev": -9.91,
  "gap_ev": 1.4,
  "energy_ha": -2728.28210,
  "lumo_energy_ev": -8.55
}

{
  "formula": "C4H7Cl",
  "method": "the ωB97M-V functional and the def2-TZVPD basis",
  "species": ["C", "C", "C", "C", "H", "H", "H", "H", "H", "H", "H", "Cl"],
  "coordinates": [[-1.012, 1.092, 0.610], [0.261, 0.609, 0.092], [0.377, -0.899, 0.130], [0.841, -1.665, -0.879], [-1.893, 0.016, 0.689], [-0.651, 1.656, 2.108], [-1.523, 2.097, -0.500], [0.826, 0.911, 0.862], [-0.302, -1.300, 1.054], [1.862, -1.067, -1.694], [0.414, -2.699, -0.788], [0.799, 1.249, -1.683]],
  "multiplicity": 1,
  "homo_ev": -9.76,
  "de_lowest_kj_mol": 778.8,
  "gap_ev": 9.8,
  "energy_ha": -616.48092,
  "lumo_energy_ev": 0.03
}

{
  "formula": "C30H47BrN2O5SiTi",
  "method": "the ωB97M-V functional and the def2-TZVPD basis",
  "species": ["Ti", "C", "C", "C", "C", "C", "C", "H", "H", "H", "H", "H", "H", "O", "C", "O", "C", "C", "C", "C", "C", "O", "C", "C", "O", "O", "H", "H", "H", "H", "H", "H", "H", "H", "C", "C", "N", "C", "C", "N", "H", "H", "H", "H", "H", "H", "C", "C", "C", "C", "Si", "Br", "C", "C", "C", "C", "C", "C", "C", "C", "H", "H", "H", "H", "H", "H", "H", "H", "H", "H", "H", "H", "H", "H", "H", "H", "H", "H", "H", "H", "H", "H", "H", "H", "H", "H", "H"],
  "coordinates": [[-2.259, -0.070, 2.077], [0.631, -2.439, 2.505], [-0.470, -3.303, 2.634], [-1.564, -2.912, 3.372], [-1.630, -1.628, 3.934], [-0.595, -0.704, 3.676], [0.577, -1.177, 3.042], [1.533, -2.780, 2.013], [-0.438, -4.293, 2.197], [-2.363, -3.616, 3.572], [-2.414, -1.384, 4.638], [-0.532, 0.193, 4.276], [1.445, -0.531, 2.993], [-5.176, 0.906, 1.704], [-4.603, -0.163, 1.668], [-4.011, -0.775, 2.689], [-4.524, -0.967, 0.347], [-3.675, -2.233, 0.532], [-3.764, -3.159, -0.673], [-2.897, -2.412, -1.713], [-2.514, -1.159, -0.947], [-2.323, -1.665, 0.417], [-3.722, -0.211, -0.787], [-3.117, 1.164, -0.468], [-3.202, 2.088, -1.241], [-2.356, 1.161, 0.607], [-5.547, -1.194, 0.049], [-3.794, -2.712, 1.493], [-4.797, -3.293, -0.993], [-3.348, -4.137, -0.436], [-3.432, -2.163, -2.628], [-2.010, -2.987, -1.977], [-1.610, -0.668, -1.293], [-4.285, -0.106, -1.711], [-1.253, 3.477, 2.224], [-2.214, 2.904, 3.208], [-2.511, 1.635, 3.412], [-3.418, 1.606, 4.464], [-3.657, 2.864, 4.893], [-2.885, 3.676, 4.085], [-0.769, 2.693, 1.652], [-0.494, 4.067, 2.741], [-1.772, 4.115, 1.507], [-3.846, 0.681, 4.807], [-4.301, 3.251, 5.662], [-2.844, 4.678, 4.112], [3.238, -2.250, -0.779], [3.729, -0.793, -0.801], [4.058, -0.426, 0.658], [5.042, -0.744, -1.603], [2.392, 0.349, -1.563], [0.760, 0.404, -0.010], [2.909, 2.189, -1.730], [3.943, 2.406, -2.850], [1.702, 3.098, -2.035], [3.529, 2.693, -0.416], [1.496, -0.386, -3.085], [0.828, -1.740, -2.765], [2.468, -0.614, -4.256], [0.383, 0.563, -3.565], [3.913, -2.837, -0.146], [3.256, -2.702, -1.771], [2.229, -2.349, -0.373], [4.733, -1.190, 1.060], [3.165, -0.407, 1.286], [4.559, 0.532, 0.759], [5.741, -1.480, -1.190], [5.525, 0.231, -1.537], [4.906, -0.981, -2.661], [3.546, 2.150, -3.834], [4.861, 1.838, -2.701], [4.216, 3.467, -2.880], [1.369, 3.018, -3.067], [2.008, 4.138, -1.877], [0.845, 2.903, -1.387], [4.514, 2.264, -0.237], [2.899, 2.490, 0.453], [3.660, 3.778, -0.490], [1.540, -2.562, -2.750], [0.098, -1.961, -3.552], [0.299, -1.741, -1.811], [3.239, -1.349, -4.014], [2.965, 0.302, -4.578], [1.908, -1.001, -5.115], [-0.278, 0.898, -2.761], [-0.230, 0.036, -4.304], [0.783, 1.448, -4.058]],
  "multiplicity": 3,
  "homo_ev": [-5.67, -8.80],
  "de_lowest_kj_mol": 110.9,
  "s_squared": 2.009,
  "gap_ev": [6.2, 9.3],
  "energy_ha": -5370.20046,
  "lumo_energy_ev": [0.50, 0.47]
}

{
  "formula": "C5H8BrN",
  "method": "the ωB97M-V functional and the def2-TZVPD basis",
  "species": ["C", "C", "C", "C", "C", "N", "Br", "H", "H", "H", "H", "H", "H", "H", "H"],
  "coordinates": [[-0.069, 1.142, -1.292], [2.025, -0.733, 1.266], [-1.265, 0.225, -1.464], [1.456, 0.255, 0.667], [-1.262, -0.471, 0.856], [-1.772, -0.449, -0.511], [1.618, 0.153, -1.455], [0.020, 1.907, -2.149], [-0.192, 1.618, -0.370], [2.366, -1.702, 0.899], [2.155, -0.703, 2.432], [-1.693, 0.135, -2.481], [-0.962, 0.530, 1.120], [-2.042, -0.787, 1.558], [-0.384, -1.121, 0.925]],
  "multiplicity": 1,
  "homo_ev": -8.56,
  "de_lowest_kj_mol": 480.1,
  "gap_ev": 8.6,
  "energy_ha": -2823.86655,
  "lumo_energy_ev": 0.08
}

{
  "formula": "C2H3ClF2O",
  "method": "the ωB97M-V functional and the def2-TZVPD basis",
  "species": ["C", "C", "O", "F", "F", "Cl", "H", "H", "H"],
  "coordinates": [[0.704, -0.579, -0.172], [-2.767, 1.157, 0.106], [0.037, -0.930, -1.098], [-2.433, 2.296, 0.727], [-2.744, 0.189, 1.026], [-4.389, 1.295, -0.590], [1.660, -1.059, 0.090], [0.410, 0.247, 0.498], [-2.031, 0.933, -0.679]],
  "multiplicity": 1,
  "smiles": "FC(F)Cl.C=O",
  "homo_ev": -10.60,
  "de_lowest_kj_mol": 69.1,
  "gap_ev": 11.2,
  "energy_ha": -813.13898,
  "lumo_energy_ev": 0.64
}

{
  "formula": "C4H9NS2",
  "method": "the ωB97M-V functional and the def2-TZVPD basis",
  "species": ["C", "C", "C", "C", "H", "H", "H", "H", "H", "H", "H", "H", "H", "N", "S", "S"],
  "coordinates": [[1.291, 1.820, 0.183], [-0.541, -0.203, -0.122], [0.674, -1.176, -0.243], [1.375, -1.561, 1.061], [1.552, 1.088, -0.629], [1.395, 2.953, 0.036], [1.962, 1.537, 1.133], [0.331, -2.073, -0.761], [2.067, -0.843, 1.678], [1.813, -2.557, 0.745], [0.776, -2.050, 1.689], [2.676, -0.993, -1.006], [1.134, -0.446, -1.867], [1.622, -0.570, -1.113], [-0.417, 1.520, 0.139], [-2.199, -0.639, -0.046]],
  "multiplicity": 1,
  "homo_ev": -8.17,
  "de_lowest_kj_mol": 345.1,
  "gap_ev": 7.9,
  "energy_ha": -1008.81184,
  "lumo_energy_ev": -0.22
}

{
  "formula": "C9H16PS",
  "method": "the ωB97M-V functional and the def2-TZVPD basis",
  "species": ["C", "C", "C", "C", "C", "C", "C", "C", "C", "P", "S", "H", "H", "H", "H", "H", "H", "H", "H", "H", "H", "H", "H", "H", "H", "H", "H"],
  "coordinates": [[-1.143, -0.081, 0.637], [-0.057, 0.531, -1.603], [-1.893, -0.314, -0.481], [-1.190, -0.127, -1.778], [-3.203, -1.093, -0.336], [-1.892, -0.599, -2.924], [0.967, 2.229, 0.769], [3.315, -0.252, 2.956], [2.010, -0.637, 0.375], [0.424, 0.601, 0.078], [2.151, -1.332, 2.068], [-1.419, -0.297, 1.559], [0.559, 0.889, -2.468], [-3.704, -0.979, -1.266], [-3.830, -0.677, 0.468], [-2.901, -2.114, -0.064], [-2.118, -1.650, -2.791], [-1.251, -0.362, -3.819], [-2.882, -0.086, -3.065], [1.809, 2.593, 0.189], [0.940, 2.142, 1.881], [0.101, 3.048, 0.588], [3.380, -0.219, 4.085], [2.960, 0.834, 2.792], [4.168, -0.669, 2.404], [1.843, -1.445, -0.356], [2.856, 0.066, 0.100]],
  "multiplicity": 1,
  "total_charge": 1,
  "homo_ev": -12.13,
  "de_lowest_kj_mol": 0.0,
  "gap_ev": 7.9,
  "energy_ha": -1091.74357,
  "lumo_energy_ev": -4.18
}